Model one:
Entry from OMol25: a cluster of 15 separate species, C5H41NO15 in total (wB97M-V/def2-TZVPD).

Each atom is followed by the atoms it is bonded to, with distances in Å.
Geometry (Å):
1 C 2.530 -0.712 -0.689  C2 1.564, H8 1.054, H9 1.098, H10 1.066
2 C 1.388 -0.780 -1.755  C1 1.564, N3 1.505, H11 1.180, H12 1.128
3 N 0.905 -2.099 -2.295  C2 1.505, C4 1.529, C5 1.531
4 C 1.407 -2.575 -3.658  N3 1.529, H13 1.141, H14 1.114, H15 1.074
5 C 1.122 -3.184 -1.238  N3 1.531, C6 1.583, H16 1.159, H17 0.976
6 C 0.026 -2.983 -0.114  C5 1.583, O7 1.463, H18 1.173, H19 1.063
7 O 0.194 -1.723 0.611  C6 1.463, H20 1.030
8 H 2.543 0.143 -0.073  C1 1.054
9 H 3.486 -0.821 -1.218  C1 1.098
10 H 2.450 -1.530 -0.010  C1 1.066
11 H 1.829 -0.235 -2.703  C2 1.180
12 H 0.392 -0.351 -1.446  C2 1.128
13 H 2.519 -2.795 -3.790  C4 1.141
14 H 1.079 -3.637 -3.743  C4 1.114
15 H 0.983 -1.970 -4.437  C4 1.074
16 H 0.657 -4.158 -1.660  C5 1.159
17 H 2.025 -3.343 -0.901  C5 0.976
18 H 0.071 -3.860 0.663  C6 1.173
19 H -0.925 -2.888 -0.580  C6 1.063
20 H -0.336 -1.702 1.494  O7 1.030
21 H -0.786 0.742 -2.953  O23 0.985
22 H -1.285 -0.111 -1.756  O23 0.892
23 O -1.330 0.696 -2.133  H21 0.985, H22 0.892
24 H -0.991 1.313 2.436  O26 1.100
25 H -0.614 0.959 0.798  O26 0.988
26 O -1.038 1.633 1.384  H24 1.100, H25 0.988
27 H 0.519 4.085 -0.392  O29 0.997
28 H 0.119 2.708 -0.798  O29 0.971
29 O 0.824 3.140 -0.290  H27 0.997, H28 0.971
30 H -2.655 1.208 1.041  O32 1.005
31 H -4.018 0.591 0.513  O32 0.860
32 O -3.573 0.834 1.208  H30 1.005, H31 0.860
33 H 0.258 0.081 3.883  O35 0.879
34 H 1.374 1.047 3.869  O35 0.904
35 O 0.916 0.434 4.349  H33 0.879, H34 0.904
36 H 0.786 -2.151 3.389  O38 0.960
37 H -0.603 -2.195 3.742  O38 0.955
38 O 0.091 -2.804 3.500  H36 0.960, H37 0.955
39 H -2.368 2.748 0.306  O41 0.989
40 H -1.069 3.484 0.525  O41 0.940
41 O -1.908 3.603 0.117  H39 0.989, H40 0.940
42 H 1.623 -1.175 1.317  O44 1.035
43 H 2.347 -0.029 2.162  O44 0.997
44 O 2.283 -1.022 2.100  H42 1.035, H43 0.997
45 H 1.680 3.597 2.432  O47 0.978
46 H 0.400 2.796 2.119  O47 1.014
47 O 1.083 2.947 2.853  H45 0.978, H46 1.014
48 H 4.875 -0.853 1.242  O50 0.890
49 H 4.156 -1.671 0.210  O50 0.948
50 O 4.975 -1.264 0.459  H48 0.890, H49 0.948
51 H -1.124 -0.701 -4.206  O53 0.935
52 H -0.180 -0.058 -5.236  O53 0.961
53 O -0.880 0.111 -4.599  H51 0.935, H52 0.961
54 H -2.337 -1.468 3.163  O56 0.890
55 H -2.879 -0.168 2.632  O56 0.901
56 O -2.157 -0.641 2.890  H54 0.890, H55 0.901
57 H -3.476 -0.267 -1.965  O59 0.875
58 H -4.906 0.057 -1.843  O59 0.896
59 O -4.146 -0.148 -1.416  H57 0.875, H58 0.896
60 H -1.277 3.884 -3.318  O62 0.904
61 H -2.053 3.877 -2.158  O62 0.973
62 O -1.268 4.319 -2.526  H60 0.904, H61 0.973

Results
Charge: 0
HOMO-LUMO gap (Eh): 0.3386
HOMO energy (eV): -9.34



Model two:
Entry from OMol25: a cluster of 15 separate species, C5H41NO15 in total (wB97M-V/def2-TZVPD).

Each atom is followed by the atoms it is bonded to, with distances in Å.
Geometry (Å):
1 C -3.848 0.403 0.965  C2 1.534, H8 1.106, H9 1.090, H10 1.094
2 C -2.921 1.031 -0.083  C1 1.534, N3 1.528, H11 1.082, H12 1.120
3 N -1.622 0.295 0.243  C2 1.528, C5 1.447, H13 1.026
4 C -0.442 0.224 -1.951  C5 1.526, H14 1.098, H15 1.088, H16 1.100
5 C -0.507 0.789 -0.535  N3 1.447, C4 1.526, C6 1.528, H17 1.113
6 C 0.735 0.612 0.337  C5 1.528, O7 1.436, H18 1.093, H19 1.074
7 O 1.944 1.059 -0.295  C6 1.436, H20 0.962
8 H -4.735 -0.155 0.610  C1 1.106
9 H -3.467 -0.452 1.524  C1 1.090
10 H -4.085 1.208 1.668  C1 1.094
11 H -3.153 0.965 -1.138  C2 1.082
12 H -2.719 2.102 0.178  C2 1.120
13 H -1.795 -0.704 0.087  N3 1.026
14 H 0.196 -0.663 -2.049  C4 1.098
15 H -1.426 -0.018 -2.346  C4 1.088
16 H 0.032 0.899 -2.678  C4 1.100
17 H -0.619 1.894 -0.619  C5 1.113
18 H 0.947 -0.433 0.576  C6 1.093
19 H 0.754 1.123 1.282  C6 1.074
20 H 1.770 1.734 -0.958  O7 0.962
21 H 0.096 3.565 -2.273  O23 0.965
22 H 0.272 4.638 -1.225  O23 0.981
23 O -0.353 4.343 -1.922  H21 0.965, H22 0.981
24 H 0.659 -0.612 5.074  O26 0.963
25 H -0.322 -1.442 4.131  O26 0.964
26 O 0.413 -0.820 4.167  H24 0.963, H25 0.964
27 H 2.678 -0.457 2.475  O29 0.969
28 H 2.011 -1.369 3.513  O29 0.995
29 O 2.791 -1.322 2.896  H27 0.969, H28 0.995
30 H 2.240 -0.445 -2.118  O32 0.993
31 H 2.958 -0.062 -3.330  O32 0.970
32 O 2.055 0.007 -2.983  H30 0.993, H31 0.970
33 H -1.361 -1.287 2.927  O35 0.958
34 H -2.888 -1.819 2.841  O35 0.955
35 O -2.107 -1.688 3.374  H33 0.958, H34 0.955
36 H 2.417 4.272 2.271  O38 0.956
37 H 1.208 3.230 2.745  O38 0.962
38 O 1.562 4.122 2.673  H36 0.956, H37 0.962
39 H 1.841 -2.480 -1.535  O41 0.962
40 H 2.988 -2.114 -0.421  O41 0.997
41 O 2.728 -2.139 -1.383  H39 0.962, H40 0.997
42 H -2.521 3.077 -3.189  O44 0.963
43 H -1.954 3.582 -1.913  O44 0.985
44 O -2.719 3.060 -2.247  H42 0.963, H43 0.985
45 H -0.673 -2.744 -0.593  O47 0.982
46 H -1.899 -3.439 0.142  O47 0.961
47 O -1.434 -2.608 0.014  H45 0.982, H46 0.961
48 H -0.508 -3.455 2.669  O50 0.963
49 H -0.627 -2.485 1.478  O50 0.991
50 O -0.013 -2.776 2.200  H48 0.963, H49 0.991
51 H -0.016 -1.703 -4.396  O53 0.965
52 H 1.338 -0.979 -4.267  O53 1.001
53 O 0.930 -1.888 -4.359  H51 0.965, H52 1.001
54 H 1.769 -3.410 0.850  O56 0.967
55 H 2.714 -2.772 1.846  O56 0.985
56 O 2.704 -3.179 0.949  H54 0.967, H55 0.985
57 H 1.562 5.514 0.596  O59 0.956
58 H 1.650 3.879 0.477  O59 0.955
59 O 1.542 4.728 0.052  H57 0.956, H58 0.955
60 H 0.590 -4.230 -2.177  O62 0.962
61 H 0.493 -2.826 -2.787  O62 0.977
62 O 0.149 -3.382 -2.061  H60 0.962, H61 0.977

Results
Charge: 0
HOMO-LUMO gap (Eh): 0.3209
HOMO energy (eV): -8.70



Ranking the structures above by stability puts model two first and model one last.